(1)
11 unconnected molecules or ions with the total composition C41H120F3N10O13S. Source: the Open Molecules 2025 dataset; level of theory: ωB97M-V/def2-TZVPD.

```
188
Properties=species:S:1:pos:R:3
C 0.14 -14.29 -10.04
C 1.40 -13.48 -10.39
C 2.64 -14.25 -11.02
O 3.57 -13.29 -11.53
C 4.75 -13.75 -12.07
N 0.92 -12.45 -11.39
H 0.01 -12.23 -11.01
H 1.57 -11.68 -11.42
H 0.80 -12.81 -12.33
H 0.47 -15.15 -9.45
H -0.24 -14.81 -10.91
H -0.63 -13.74 -9.50
H 1.50 -12.88 -9.49
H 2.28 -15.06 -11.65
H 3.19 -14.71 -10.20
H 4.66 -14.18 -13.07
H 5.30 -14.54 -11.55
H 5.45 -12.93 -12.23
C -9.22 -19.68 -4.55
C -10.00 -18.96 -5.68
C -9.41 -17.63 -6.33
O -8.22 -17.83 -7.08
C -7.48 -16.75 -7.40
N -10.10 -19.95 -6.83
H -10.79 -19.49 -7.41
H -9.22 -20.04 -7.33
H -10.42 -20.89 -6.66
H -9.05 -19.08 -3.65
H -8.20 -19.92 -4.85
H -9.63 -20.63 -4.22
H -11.05 -18.78 -5.43
H -9.35 -16.82 -5.60
H -10.12 -17.16 -7.01
H -6.81 -17.10 -8.19
H -7.01 -16.29 -6.53
H -8.14 -16.05 -7.90
C -5.32 -9.47 2.19
C -6.53 -8.74 2.77
C -6.92 -9.12 4.20
O -5.91 -8.77 5.13
C -6.17 -9.23 6.42
N -6.21 -7.25 2.75
H -6.80 -6.67 2.16
H -6.24 -6.84 3.67
H -5.28 -7.17 2.36
H -5.20 -9.33 1.11
H -5.27 -10.54 2.42
H -4.39 -9.20 2.70
H -7.39 -8.78 2.11
H -7.02 -10.20 4.13
H -7.87 -8.70 4.53
H -5.41 -8.72 7.02
H -6.03 -10.30 6.54
H -7.15 -8.93 6.78
C -0.04 -20.75 -2.15
C 0.69 -20.73 -0.78
C 2.16 -20.11 -0.74
O 2.62 -19.91 0.60
C 3.91 -19.31 0.73
N -0.17 -20.08 0.29
H -0.98 -20.68 0.35
H 0.33 -20.02 1.16
H -0.58 -19.17 0.10
H 0.51 -21.39 -2.85
H -0.06 -19.78 -2.65
H -1.02 -21.20 -2.09
H 0.81 -21.78 -0.49
H 2.10 -19.10 -1.17
H 2.81 -20.65 -1.43
H 4.65 -19.85 0.13
H 4.19 -19.42 1.78
H 3.92 -18.23 0.59
C 6.16 -7.36 3.39
C 6.06 -8.41 2.32
C 5.60 -7.93 0.93
O 6.56 -7.11 0.32
C 5.98 -6.53 -0.82
N 7.43 -9.06 2.08
H 7.38 -9.88 1.49
H 8.06 -8.46 1.57
H 7.88 -9.27 2.95
H 6.48 -7.79 4.34
H 5.17 -6.95 3.59
H 6.78 -6.49 3.20
H 5.61 -9.32 2.72
H 4.66 -7.41 1.13
H 5.50 -8.80 0.28
H 5.54 -7.26 -1.51
H 6.85 -6.04 -1.25
H 5.21 -5.79 -0.58
C 4.38 -20.06 -12.38
C 4.80 -20.89 -11.15
C 4.78 -20.11 -9.81
O 3.40 -19.74 -9.46
C 3.37 -19.09 -8.19
N 3.77 -21.98 -11.08
H 4.21 -22.82 -10.73
H 2.98 -21.74 -10.50
H 3.40 -22.24 -11.98
H 4.34 -20.66 -13.29
H 5.15 -19.33 -12.62
H 3.39 -19.61 -12.35
H 5.79 -21.31 -11.35
H 5.31 -19.19 -10.05
H 5.32 -20.60 -9.00
H 2.64 -19.56 -7.53
H 3.17 -18.02 -8.16
H 4.34 -19.12 -7.71
C 0.42 -7.20 -5.35
C -1.01 -6.91 -5.93
C -1.94 -8.13 -5.60
O -3.37 -7.89 -5.85
C -4.16 -9.05 -5.94
N -1.62 -5.65 -5.28
H -2.47 -5.33 -5.72
H -1.83 -5.80 -4.30
H -0.98 -4.88 -5.40
H 0.90 -8.02 -5.89
H 0.52 -7.45 -4.30
H 1.08 -6.35 -5.54
H -1.06 -6.86 -7.02
H -1.97 -8.44 -4.56
H -1.75 -9.03 -6.19
H -5.17 -8.64 -5.97
H -3.85 -9.61 -5.06
H -4.02 -9.69 -6.81
C -12.28 -15.89 0.35
C -12.04 -14.45 0.80
C -10.54 -14.11 0.55
O -10.19 -14.28 -0.86
C -8.93 -13.75 -1.14
N -12.97 -13.60 -0.02
H -13.94 -13.55 0.26
H -12.67 -12.64 -0.02
H -13.08 -13.93 -0.97
H -11.65 -16.51 0.99
H -11.88 -15.94 -0.66
H -13.30 -16.25 0.47
H -12.33 -14.32 1.84
H -9.98 -14.84 1.13
H -10.35 -13.13 0.96
H -8.20 -14.29 -0.53
H -8.84 -12.67 -1.04
H -8.68 -13.94 -2.18
C -7.41 -19.33 6.44
C -6.12 -19.06 5.68
C -6.13 -17.79 4.81
O -4.76 -17.49 4.46
C -4.63 -16.62 3.38
N -4.94 -19.05 6.69
H -5.02 -18.40 7.45
H -4.72 -19.97 7.06
H -4.12 -18.72 6.20
H -8.13 -18.86 5.77
H -7.55 -18.81 7.39
H -7.59 -20.38 6.65
H -5.79 -19.94 5.13
H -6.56 -16.97 5.39
H -6.79 -17.99 3.97
H -5.15 -16.96 2.48
H -3.59 -16.42 3.13
H -5.16 -15.71 3.69
C 0.95 -12.76 8.45
C 1.20 -13.81 7.38
C 0.68 -13.36 6.03
O 1.46 -12.31 5.50
C 1.26 -12.22 4.06
N 2.73 -14.19 7.30
H 3.18 -14.50 8.15
H 2.93 -14.99 6.70
H 3.34 -13.49 6.91
H 1.29 -13.04 9.44
H -0.09 -12.43 8.47
H 1.57 -11.89 8.23
H 0.70 -14.73 7.69
H -0.34 -12.96 6.08
H 0.75 -14.28 5.44
H 1.77 -11.36 3.61
H 0.21 -12.25 3.76
H 1.79 -13.08 3.67
C 0.94 -13.29 -3.00
F 1.39 -13.49 -4.23
F 1.63 -14.00 -2.09
F 1.05 -12.00 -2.71
S -0.91 -13.95 -2.86
O -0.82 -15.30 -2.34
O -1.53 -12.91 -1.96
O -1.57 -13.91 -4.18
```

Results
LUMO energy: -0.4687 Eh
HOMO level: -0.7241 hartree
Charge: +9
Energy relative to the best compared isomer or geometry (same formula, charge and spin): 0.0 kJ/mol
Electronic energy: -3853.70809 a.u.
Kohn-Sham gap: 6.95 eV
Molecular weight: 1050.5 g/mol

(2)
A single C4H5N molecule. Source: the Open Molecules 2025 dataset; level of theory: ωB97M-V/def2-TZVPD.

```
10
Properties=species:S:1:pos:R:3
C 1.00 -0.78 0.20
C 0.75 0.54 0.10
C -0.56 1.12 0.05
C -1.69 0.36 0.02
N -2.42 -0.58 0.13
H 0.15 -1.43 0.23
H 1.93 -1.20 0.14
H 1.66 1.18 0.08
H -0.75 2.20 0.20
H -3.23 -0.97 -0.40
```

Results
LUMO energy: 0.0314 Eh
HOMO level: -0.2843 hartree
Charge: 0
Energy relative to the best compared isomer or geometry (same formula, charge and spin): 225.6 kJ/mol
Electronic energy: -210.07780 a.u.
Kohn-Sham gap: 8.59 eV
Molecular weight: 67.1 g/mol

(3)
12 unconnected molecules or ions with the total composition C5H34N2O12. Source: the Open Molecules 2025 dataset; level of theory: ωB97M-V/def2-TZVPD.

```
53
Properties=species:S:1:pos:R:3
C 1.40 3.04 1.75
C 1.04 2.01 0.68
C 0.60 0.68 1.40
N 1.53 -0.31 0.82
N -0.01 2.51 -0.21
C 0.37 3.20 -1.40
C -1.22 2.81 0.38
O -1.99 3.56 -0.19
H 1.72 4.01 1.35
H 2.30 2.71 2.28
H 0.60 3.32 2.43
H 1.96 1.77 0.15
H 0.71 0.80 2.48
H -0.41 0.35 1.19
H 1.57 -1.20 1.30
H 1.37 -0.38 -0.17
H 0.90 4.16 -1.30
H 0.96 2.57 -2.07
H -0.50 3.54 -1.97
H -1.41 2.33 1.34
O -0.82 -1.93 1.99
H -1.31 -1.26 1.45
H -1.65 -2.33 2.31
O 3.38 -0.56 3.44
H 2.80 -0.14 2.79
H 3.79 -1.12 2.77
O -0.55 -4.49 0.77
H 0.20 -4.68 0.21
H -0.55 -3.55 1.03
O 3.51 -0.10 -2.46
H 3.47 0.73 -1.97
H 3.21 -0.80 -1.87
O -3.67 1.54 0.78
H -3.79 2.17 0.07
H -3.46 0.67 0.44
O 1.25 -0.27 -3.71
H 2.11 -0.72 -3.69
H 1.04 -0.33 -4.65
O 1.94 -2.83 2.82
H 1.03 -2.68 3.07
H 2.61 -2.46 3.40
O -2.38 -1.07 0.07
H -2.69 -1.87 -0.40
H -1.53 -0.81 -0.36
O -3.21 -3.88 -1.35
H -2.40 -3.99 -1.87
H -2.83 -4.02 -0.47
O -3.24 0.16 -3.02
H -3.87 -0.40 -3.47
H -2.79 -0.56 -2.56
O -0.59 -0.17 -1.66
H 0.16 -0.47 -2.21
H -0.66 0.74 -1.95
```

Results
LUMO energy: -0.0090 Eh
HOMO level: -0.3410 hartree
Charge: 0
Energy relative to the best compared isomer or geometry (same formula, charge and spin): 290.2 kJ/mol
Electronic energy: -1223.27248 a.u.
Kohn-Sham gap: 9.03 eV
Molecular weight: 314.3 g/mol

(4)
2 unconnected molecules or ions with the total composition C3H10OS. Source: the Open Molecules 2025 dataset; level of theory: ωB97M-V/def2-TZVPD.

```
15
Properties=species:S:1:pos:R:3
C -2.40 2.39 0.20
S -0.65 2.22 0.59
C -0.34 0.76 -0.37
H -2.97 1.48 0.27
H -2.64 2.88 -0.75
H -2.84 3.14 0.87
H -0.46 -0.16 0.21
H -0.93 0.53 -1.27
H 0.68 0.88 -0.73
C 2.24 -2.28 0.49
O 1.41 -2.15 -0.67
H 1.90 -3.03 1.19
H 3.29 -2.42 0.21
H 2.15 -1.29 0.97
H 1.55 -2.95 -1.19
```

Results
LUMO energy: 0.0309 Eh
HOMO level: -0.3054 hartree
Charge: 0
Energy relative to the best compared isomer or geometry (same formula, charge and spin): 87.6 kJ/mol
Electronic energy: -593.68377 a.u.
Kohn-Sham gap: 9.15 eV
Molecular weight: 94.2 g/mol

(5)
A molecular structure, C34H37MoN4O4S3. Source: the Open Molecules 2025 dataset; level of theory: ωB97M-V/def2-TZVPD.

```
83
Properties=species:S:1:pos:R:3
Mo 0.74 1.45 0.08
O -3.45 1.33 3.73
C -2.76 0.23 4.06
C -3.34 -0.64 4.98
C -2.69 -1.79 5.36
C -1.44 -2.11 4.84
C -0.86 -1.25 3.92
C -1.51 -0.09 3.51
C -0.86 0.76 2.49
O 0.17 0.32 1.86
N -1.35 1.96 2.27
N -0.71 2.54 1.21
C -0.80 3.84 1.08
C 0.10 4.39 0.14
C 0.14 5.75 -0.24
C 1.12 6.19 -1.07
C 2.07 5.26 -1.54
C 1.98 3.95 -1.17
N 1.00 3.49 -0.34
H -2.90 1.84 3.08
H -4.31 -0.38 5.38
H -3.16 -2.45 6.08
H -0.92 -3.00 5.15
H 0.11 -1.46 3.50
H -1.43 4.42 1.74
H -0.62 6.41 0.16
H 1.17 7.23 -1.37
H 2.88 5.57 -2.19
H 2.67 3.20 -1.53
O -1.98 0.60 -0.25
S -3.05 -0.43 -0.33
C -2.21 -2.00 -0.67
C -1.55 -2.50 0.60
C -0.51 -3.60 0.34
C 0.89 -3.25 0.82
S 1.73 -1.99 -0.18
O 0.67 -1.00 -0.58
C 1.98 -2.97 -1.66
C 2.79 -4.10 -1.63
C 2.97 -4.83 -2.79
C 2.37 -4.42 -3.97
C 1.59 -3.27 -4.00
C 1.39 -2.54 -2.83
C -3.81 -0.25 -1.94
C -3.21 0.58 -2.87
C -3.81 0.74 -4.12
C -4.99 0.08 -4.41
C -5.59 -0.74 -3.46
C -5.00 -0.91 -2.22
H -1.48 -1.77 -1.45
H -2.96 -2.70 -1.06
H -2.31 -2.85 1.29
H -1.05 -1.65 1.08
H -0.47 -3.86 -0.73
H -0.80 -4.52 0.85
H 1.56 -4.11 0.84
H 0.87 -2.82 1.83
H 3.27 -4.41 -0.71
H 3.60 -5.71 -2.78
H 2.52 -4.99 -4.88
H 1.14 -2.94 -4.92
H 0.80 -1.63 -2.83
H -2.29 1.08 -2.61
H -3.35 1.38 -4.85
H -5.46 0.21 -5.38
H -6.52 -1.25 -3.69
H -5.47 -1.53 -1.47
S 0.36 1.60 -3.42
C 0.50 1.50 -1.86
C 4.86 1.42 0.10
C 3.66 1.45 1.05
C 3.76 0.30 2.06
C 3.59 2.78 1.79
N 2.44 1.23 0.29
H 5.79 1.48 0.65
H 4.81 2.26 -0.60
H 4.85 0.49 -0.48
H 4.64 0.43 2.70
H 3.86 -0.65 1.54
H 2.87 0.26 2.68
H 4.50 2.94 2.37
H 2.74 2.79 2.48
H 3.47 3.61 1.09
```

Results
LUMO energy (alpha / beta): -0.0102 / -0.0088 Eh
HOMO level (alpha / beta): -0.2114 / -0.2335 hartree
Charge: 0
Energy relative to the best compared isomer or geometry (same formula, charge and spin): 69.2 kJ/mol
Electronic energy: -3100.49500 a.u.
Spin multiplicity: 2
<S²>: 0.770
Kohn-Sham gap (alpha / beta): 5.47 / 6.12 eV
Molecular weight: 757.8 g/mol

(6)
A molecular structure, C29H48CoNOP2. Source: the Open Molecules 2025 dataset; level of theory: ωB97M-V/def2-TZVPD.

```
82
Properties=species:S:1:pos:R:3
Co 0.76 -0.49 -0.48
C -1.70 -0.26 -0.51
C -0.95 -1.19 -1.32
C -0.57 -1.67 0.93
C -1.49 -0.58 0.85
C -0.29 -2.13 -0.42
C -2.67 0.76 -1.00
H -2.68 0.81 -2.10
H -2.43 1.75 -0.60
H -3.69 0.51 -0.68
C -2.18 0.04 2.00
H -2.62 1.00 1.72
H -1.49 0.21 2.83
H -3.00 -0.61 2.36
C -0.16 -2.39 2.16
H -0.90 -3.13 2.48
H -0.01 -1.68 2.99
H 0.79 -2.91 1.99
C 0.15 -3.52 -0.77
H -0.63 -4.26 -0.53
H 1.05 -3.80 -0.21
H 0.37 -3.61 -1.84
C -1.08 -1.34 -2.79
H -1.96 -1.94 -3.07
H -0.19 -1.81 -3.20
H -1.17 -0.35 -3.25
C 1.48 1.41 -0.03
C 0.91 1.48 -1.31
C 1.63 1.39 -2.63
C 2.67 0.23 -2.68
C 2.25 -0.98 -1.88
C 2.62 -1.22 -0.53
C 3.46 -0.26 0.26
C 2.94 1.22 0.28
H 2.10 2.36 -2.91
H 3.67 0.60 -2.39
H 0.85 1.23 -3.39
H 3.55 1.85 -0.39
H 0.89 1.88 0.76
H -0.05 2.00 -1.35
H 3.14 1.61 1.29
H 3.56 -0.63 1.29
H 2.61 -2.25 -0.16
H 4.50 -0.27 -0.18
H 2.76 -0.07 -3.74
H 1.94 -1.85 -2.48
P 6.46 0.46 -0.45
P 7.09 -2.14 0.86
C 8.27 0.14 -0.27
C 8.52 -0.94 0.78
H 8.73 1.10 0.01
H 8.66 -0.15 -1.26
H 9.42 -1.53 0.54
H 8.65 -0.51 1.78
C 7.85 -3.23 2.14
H 7.22 -4.12 2.25
H 7.91 -2.70 3.09
H 8.85 -3.54 1.82
C 7.64 -3.17 -0.57
H 8.73 -3.24 -0.56
H 7.30 -2.74 -1.52
H 7.21 -4.17 -0.45
C 6.24 1.75 0.82
H 5.21 2.15 0.81
H 6.94 2.56 0.61
H 6.43 1.34 1.82
C 6.34 1.41 -1.99
H 6.69 0.78 -2.82
H 6.96 2.31 -1.91
H 5.30 1.71 -2.19
O -1.23 3.16 1.45
N -1.17 4.27 2.13
C -0.52 4.29 3.34
C -0.57 5.43 4.13
C -1.12 6.61 3.63
C -1.69 6.60 2.36
C -1.78 5.41 1.65
H -0.05 3.36 3.65
H -0.17 5.36 5.14
H -1.11 7.53 4.23
H -2.11 7.49 1.89
H -2.29 5.30 0.69
```

Results
LUMO energy (alpha / beta): -0.0688 / -0.2217 Eh
HOMO level (alpha / beta): -0.2386 / -0.3561 hartree
Charge: +1
Energy relative to the best compared isomer or geometry (same formula, charge and spin): 0.0 kJ/mol
Electronic energy: -3328.76334 a.u.
Spin multiplicity: 6
<S²>: 8.789
Kohn-Sham gap (alpha / beta): 4.62 / 3.66 eV
Molecular weight: 547.6 g/mol

(7)
2 unconnected molecules or ions with the total composition C24H28NO. Source: the Open Molecules 2025 dataset; level of theory: ωB97M-V/def2-TZVPD.

```
54
Properties=species:S:1:pos:R:3
C 3.54 -1.52 1.93
C 3.95 -2.01 0.51
C 2.64 -2.31 -0.14
C 1.62 -2.41 0.78
N 0.36 -2.91 0.61
C 0.08 -3.61 -0.65
C -1.42 -3.83 -0.81
O -1.98 -4.44 0.35
C -1.86 -3.58 1.49
C -0.40 -3.27 1.81
C 2.09 -2.00 2.16
H 4.22 -1.90 2.70
H 3.57 -0.42 1.96
H 4.58 -1.29 -0.02
H 4.53 -2.94 0.61
H 2.56 -2.67 -1.17
H 0.44 -3.01 -1.50
H 0.59 -4.60 -0.68
H -1.90 -2.86 -1.04
H -1.61 -4.56 -1.62
H -2.40 -2.63 1.34
H -2.30 -4.15 2.31
H 0.06 -4.16 2.31
H -0.38 -2.43 2.52
H 2.09 -2.84 2.87
H 1.46 -1.21 2.60
C 2.98 -0.32 -1.82
C 4.03 -0.61 -2.75
C 4.06 -1.85 -3.45
C 5.09 -2.14 -4.34
C 6.11 -1.21 -4.58
C 6.08 0.04 -3.93
C 5.06 0.33 -3.03
C 2.96 0.85 -1.05
C 1.83 1.28 -0.38
C 1.69 2.58 0.20
C 0.57 2.87 1.01
C 0.42 4.11 1.63
C 1.40 5.10 1.44
C 2.51 4.86 0.61
C 2.66 3.62 -0.01
H 2.05 -0.88 -1.92
H 3.26 -2.58 -3.28
H 5.10 -3.10 -4.87
H 6.91 -1.43 -5.29
H 6.85 0.79 -4.13
H 5.03 1.31 -2.54
H 3.87 1.45 -0.94
H 0.99 0.59 -0.27
H -0.19 2.09 1.13
H -0.46 4.31 2.25
H 1.30 6.07 1.93
H 3.26 5.64 0.45
H 3.50 3.44 -0.68
```

Results
LUMO energy: -0.1970 Eh
HOMO level: -0.3765 hartree
Charge: +1
Energy relative to the best compared isomer or geometry (same formula, charge and spin): 80.1 kJ/mol
Electronic energy: -1061.00814 a.u.
Kohn-Sham gap: 4.89 eV
Molecular weight: 346.5 g/mol

(8)
A single C4H8Cl2 molecule. Source: the Open Molecules 2025 dataset; level of theory: ωB97M-V/def2-TZVPD.

```
14
Properties=species:S:1:pos:R:3
C -1.24 -1.34 -0.78
C 0.10 -0.54 -0.58
C 0.04 0.47 0.56
Cl -0.07 -0.56 2.12
C 1.17 1.45 0.71
Cl 1.05 2.46 -0.73
H -1.07 -2.34 -1.10
H -2.06 -0.89 -1.37
H -1.69 -1.40 0.30
H 0.82 -1.26 -0.37
H 0.43 -0.05 -1.41
H -0.83 1.09 0.50
H 2.16 0.93 0.51
H 1.20 1.99 1.64
```

Results
LUMO energy: 0.0364 Eh
HOMO level: -0.3983 hartree
Charge: 0
Energy relative to the best compared isomer or geometry (same formula, charge and spin): 70.3 kJ/mol
Electronic energy: -1077.57782 a.u.
Kohn-Sham gap: 11.83 eV
Molecular weight: 127.0 g/mol